[1]
DFT (ωB97M-V/def2-TZVPD) results for a 8-piece molecular cluster, C12H22Cl8N4O6 overall at a distorted geometry.

Geometry as ORCA input:
```
! RIJCOSX wB97M-V def2-TZVPD def2/J DEFGRID3
* xyz 0 1
N 19.03 -25.83 -23.92
C 18.87 -24.59 -23.45
C 17.73 -23.83 -23.73
C 16.83 -24.29 -24.65
C 17.06 -25.53 -25.25
C 18.18 -26.23 -24.87
H 19.69 -24.17 -22.89
H 17.66 -22.85 -23.27
H 15.98 -23.73 -25.02
H 16.37 -25.93 -25.99
H 18.43 -27.19 -25.31
C 19.59 -28.49 -25.36
N 19.70 -29.81 -26.04
O 20.07 -30.78 -25.44
O 19.34 -29.80 -27.21
H 18.61 -28.40 -24.91
H 19.81 -27.70 -26.07
H 20.35 -28.42 -24.58
C 15.68 -27.69 -22.61
N 16.95 -28.46 -22.78
O 17.67 -28.54 -21.82
O 17.17 -28.88 -23.88
H 15.87 -26.68 -22.25
H 15.02 -28.20 -21.91
H 15.15 -27.67 -23.55
C 16.18 -23.24 -27.75
N 16.75 -21.96 -27.18
O 17.95 -21.96 -26.95
O 15.98 -21.03 -27.02
H 16.53 -24.06 -27.13
H 16.70 -23.31 -28.71
H 15.11 -23.12 -27.78
C 14.74 -19.61 -23.67
Cl 16.00 -20.59 -22.95
Cl 13.72 -20.63 -24.73
H 14.13 -19.12 -22.92
H 15.27 -18.91 -24.30
C 14.21 -26.49 -25.11
Cl 14.02 -25.22 -26.30
Cl 15.59 -27.56 -25.47
H 14.46 -26.00 -24.17
H 13.31 -27.07 -25.01
C 22.05 -23.17 -25.67
Cl 23.30 -21.94 -25.75
Cl 22.11 -24.11 -24.18
H 21.05 -22.74 -25.73
H 22.10 -23.79 -26.56
C 20.21 -26.77 -20.81
Cl 20.54 -25.08 -20.32
Cl 21.76 -27.61 -21.09
H 19.71 -27.32 -20.03
H 19.59 -26.74 -21.69
*
```

=====

[2]
DFT (ωB97M-V/def2-TZVPD) results for a 2-piece molecular cluster, C12H22F3N2O6S overall at a distorted geometry.

Geometry as ORCA input:
```
! RIJCOSX wB97M-V def2-TZVPD def2/J DEFGRID3
* xyz -1 1
C 0.16 6.54 2.06
C 0.82 5.21 2.37
O 1.87 5.17 3.01
N 0.22 4.07 1.87
C 0.14 2.91 2.77
C -0.74 1.78 2.21
C -0.77 1.63 0.69
C -0.06 0.34 0.25
N -0.11 0.22 -1.23
C 1.19 0.04 -1.76
O 1.86 0.94 -2.21
O 1.70 -1.24 -1.68
C 1.01 -2.17 -2.52
C 1.80 -3.46 -2.55
C 2.20 -3.88 -1.14
C 3.05 -3.33 -3.43
H 0.23 7.14 2.96
H 0.73 7.01 1.27
H -0.88 6.43 1.75
H -0.66 4.27 1.42
H 1.14 2.58 3.03
H -0.31 3.24 3.71
H -0.33 0.85 2.62
H -1.73 1.86 2.64
H -0.29 2.45 0.16
H -1.80 1.57 0.36
H -0.56 -0.50 0.71
H 0.96 0.41 0.62
H -0.66 -0.60 -1.44
H 0.02 -2.38 -2.10
H 0.88 -1.75 -3.51
H 1.18 -4.26 -2.96
H 2.66 -4.87 -1.16
H 2.93 -3.20 -0.71
H 1.33 -3.92 -0.49
H 2.80 -2.93 -4.40
H 3.76 -2.67 -2.93
H 3.50 -4.31 -3.57
C -4.41 -2.79 0.80
F -5.31 -3.28 -0.06
F -4.92 -1.66 1.31
F -4.30 -3.67 1.80
S -2.79 -2.49 -0.02
O -3.11 -1.52 -1.06
O -2.41 -3.80 -0.50
O -1.98 -1.96 1.06
*
```

=====

[3]
DFT (ωB97M-V/def2-TZVPD) results for a 3-piece molecular cluster, C12H22I2O9 overall at a distorted geometry.

Geometry as ORCA input:
```
! RIJCOSX wB97M-V def2-TZVPD def2/J DEFGRID3
* xyz 0 1
C 7.48 2.29 2.39
C 6.68 0.97 2.57
I 7.87 -0.56 1.56
C 5.28 1.12 1.84
I 5.37 0.20 -0.12
O 4.22 0.58 2.64
C 3.15 1.42 2.58
O 2.74 1.95 3.49
O 2.54 1.59 1.35
H 7.62 2.76 3.36
H 7.00 2.97 1.67
H 8.48 2.10 2.01
H 6.60 0.64 3.60
H 5.11 2.19 1.75
H 3.05 2.30 0.93
C -0.54 1.59 0.56
C -0.65 0.76 -0.71
O -1.86 1.05 -1.43
C -1.85 2.18 -2.14
O -0.93 2.95 -2.24
O -3.05 2.32 -2.71
C -3.21 3.53 -3.44
H -1.43 1.47 1.17
H 0.33 1.29 1.13
H -0.45 2.65 0.32
H -0.70 -0.29 -0.45
H 0.22 0.90 -1.35
H -2.42 3.67 -4.17
H -3.25 4.38 -2.75
H -4.16 3.47 -3.97
C -4.99 -1.73 -1.55
C -3.62 -1.85 -0.92
O -3.60 -2.87 0.09
C -3.53 -4.12 -0.35
O -3.47 -4.47 -1.50
O -3.54 -4.94 0.71
C -3.56 -6.33 0.37
H -5.75 -1.58 -0.78
H -5.02 -0.90 -2.25
H -5.26 -2.64 -2.09
H -3.37 -0.92 -0.43
H -2.85 -2.04 -1.67
H -2.75 -6.58 -0.30
H -4.52 -6.59 -0.07
H -3.43 -6.88 1.30
*
```

Output
Energy above the lowest of the compared OMol25 structures with the same formula, charge and spin, kJ/mol: 0.00

=====

| no. | HOMO energy (eV) | Kohn-Sham gap (hartree) |
| --- | --- | --- |
| 1 | -9.773 | 0.3428 |
| 2 | -6.434 | 0.3332 |
| 3 | -8.399 | 0.2900 |